103
Properties=species:S:1:pos:R:3:forces:R:3 method="wB97M-V/def2-TZVPD" smiles="O=C1NC(=O)c2c1cccc2C(F)(F)F.O=C1C=CC(=O)C=C1.O=C1C=CC(=O)C=C1.O=C1C=CC(=O)C=C1.O=C1C=CC(=O)C=C1.O=C1C=CC(=O)C=C1.O=C1C=CC(=O)C=C1.O=C1C=CC(=O)C=C1" energy_ha=-3520.5923 gap_ev=7.9
O -3.6546 -4.4469 2.4451 0.705 -0.038 0.647
C -2.6630 -3.7683 2.4098 0.232 1.141 -1.699
N -1.5653 -3.7072 3.3558 -1.808 1.582 -1.056
C -0.6422 -2.6653 2.9199 0.030 -0.538 -0.348
O 0.3414 -2.4741 3.5826 -0.404 0.635 -0.612
C -1.1516 -2.0279 1.6011 -1.311 -0.247 -0.925
C -2.4002 -2.7346 1.2796 1.735 1.575 -0.776
C -3.1424 -2.4101 0.0748 1.999 1.009 0.652
C -2.5935 -1.3551 -0.7841 0.662 -0.352 1.177
C -1.3688 -0.6181 -0.4681 -0.271 -1.871 1.993
C -0.6254 -0.9640 0.7617 -1.635 -1.079 -0.296
C 0.6729 -0.2090 1.1493 -0.505 0.258 -1.670
F 0.4203 0.8558 1.9956 0.702 -1.584 -0.490
F 1.1566 0.3670 -0.0217 -0.157 -0.544 1.568
F 1.6369 -1.0207 1.6376 -0.989 1.392 -0.238
H -2.0231 -3.2456 4.1665 0.525 -1.086 0.551
H -4.0881 -2.9458 -0.1496 0.829 0.577 0.083
H -3.1247 -1.0794 -1.7287 0.476 -0.290 1.077
H -0.9674 0.1855 -1.1225 -0.518 -0.829 0.564
C -1.8688 2.5807 0.9443 0.026 0.073 0.110
C -1.4872 3.6278 1.6729 0.019 -0.210 -0.028
C -2.0331 4.9802 1.4182 0.127 0.188 0.160
O -1.6856 5.9360 2.0797 -0.071 -0.092 -0.070
C -3.0205 5.1219 0.3231 -0.135 -0.054 -0.179
C -3.4010 4.0738 -0.4046 -0.038 0.180 0.007
C -2.8538 2.7218 -0.1487 -0.102 -0.102 -0.127
O -3.2042 1.7647 -0.8138 0.028 0.214 0.014
H -1.4809 1.5883 1.1162 -0.094 0.056 -0.003
H -0.7672 3.5406 2.4769 0.013 0.032 -0.019
H -3.4102 6.1173 0.1510 0.033 0.012 0.035
H -4.1209 4.1593 -1.2091 0.005 -0.043 0.001
C -2.8002 0.2293 8.1899 0.165 -0.121 -0.029
C -2.2180 -0.7624 7.5186 0.079 0.049 0.148
C -2.9094 -1.4401 6.4007 -0.054 -0.019 -0.051
O -2.3778 -2.3475 5.7887 -0.001 0.148 0.068
C -4.2710 -0.9753 6.0540 -0.141 0.063 -0.047
C -4.8541 0.0161 6.7246 -0.020 -0.136 -0.160
C -4.1631 0.6961 7.8446 -0.113 0.205 0.145
O -4.6924 1.6006 8.4549 0.057 -0.108 -0.072
H -2.3104 0.7368 9.0112 -0.036 0.025 -0.005
H -1.2226 -1.1160 7.7565 -0.011 -0.030 -0.044
H -4.7601 -1.4838 5.2321 0.028 -0.024 -0.005
H -5.8495 0.3687 6.4856 0.014 0.026 0.033
C 4.7690 3.7914 -3.6140 -0.044 0.235 0.037
C 3.9290 4.4085 -2.7851 0.125 0.025 -0.145
C 3.1805 3.6574 -1.7510 -0.159 0.067 0.145
O 2.4127 4.2190 -0.9963 0.070 -0.039 -0.087
C 3.4039 2.1954 -1.6734 0.076 -0.191 -0.001
C 4.2443 1.5790 -2.5026 -0.114 0.013 0.118
C 4.9920 2.3294 -3.5361 0.087 -0.165 -0.103
O 5.7609 1.7688 -4.2919 -0.008 0.096 0.090
H 5.3238 4.3237 -4.3770 -0.040 -0.058 -0.071
H 3.7548 5.4765 -2.8276 -0.029 -0.010 0.030
H 2.8498 1.6627 -0.9122 -0.028 0.042 -0.028
H 4.4185 0.5111 -2.4601 0.012 0.010 -0.027
C 9.0841 5.4820 -3.7803 -0.127 -0.157 -0.041
C 8.1474 4.9654 -4.5738 0.108 -0.081 0.188
C 7.5648 5.7503 -5.6860 -0.102 -0.075 -0.146
O 6.7086 5.2807 -6.4084 0.024 0.071 0.119
C 8.0645 7.1304 -5.8834 0.117 0.171 0.023
C 9.0012 7.6470 -5.0902 -0.135 0.035 -0.170
C 9.5842 6.8621 -3.9775 0.190 0.088 0.160
O 10.4391 7.3316 -3.2556 -0.094 -0.043 -0.079
H 9.5207 4.9235 -2.9620 0.028 0.037 0.002
H 7.7711 3.9573 -4.4441 -0.006 -0.014 -0.068
H 7.6276 7.6888 -6.7016 -0.024 -0.042 -0.007
H 9.3774 8.6540 -5.2197 0.028 -0.016 0.040
C 3.6889 -5.2993 0.5485 0.140 -0.135 -0.026
C 4.6633 -5.8076 1.3001 -0.093 -0.019 -0.200
C 4.9271 -5.2964 2.6653 0.157 -0.049 0.217
O 5.8170 -5.7590 3.3496 -0.078 0.024 -0.103
C 4.0650 -4.2003 3.1617 -0.130 0.088 -0.077
C 3.0901 -3.6909 2.4103 0.097 0.070 0.174
C 2.8265 -4.2024 1.0455 -0.146 0.099 -0.047
O 1.9360 -3.7415 0.3584 0.056 -0.089 0.031
H 3.4823 -5.6601 -0.4513 -0.032 0.025 0.002
H 5.3026 -6.6099 0.9531 0.018 0.007 0.046
H 4.2716 -3.8400 4.1615 0.024 -0.029 -0.003
H 2.4516 -2.8898 2.7578 -0.011 -0.076 -0.004
C -1.4881 0.3796 -5.6588 -0.010 0.158 0.149
C -0.9243 0.8071 -4.5307 -0.147 0.046 -0.110
C 0.1392 0.0253 -3.8602 0.109 0.059 0.108
O 0.6526 0.4137 -2.8292 -0.039 -0.002 -0.142
C 0.5532 -1.2479 -4.4912 0.028 -0.151 -0.121
C -0.0103 -1.6759 -5.6194 0.138 -0.034 0.158
C -1.0742 -0.8946 -6.2911 -0.095 -0.096 -0.223
O -1.5871 -1.2824 -7.3199 0.045 0.046 0.115
H -2.2674 0.9372 -6.1629 0.005 -0.036 -0.032
H -1.2140 1.7361 -4.0551 0.027 -0.015 0.036
H 1.3324 -1.8052 -3.9864 -0.009 0.033 0.042
H 0.2795 -2.6048 -6.0942 -0.034 0.018 -0.030
C -9.3395 -4.4812 0.8584 -0.006 0.222 0.015
C -8.5350 -3.4370 1.0470 -0.193 -0.030 -0.011
C -7.0746 -3.6138 1.2188 0.135 0.094 0.057
O -6.3409 -2.6602 1.3923 -0.094 -0.049 -0.067
C -6.5430 -4.9954 1.1713 0.075 -0.248 -0.086
C -7.3486 -6.0398 0.9824 0.123 0.131 0.020
C -8.8084 -5.8634 0.8107 -0.097 -0.257 -0.016
O -9.5431 -6.8139 0.6365 0.046 0.119 0.012
H -10.4091 -4.3711 0.7317 0.002 -0.049 -0.006
H -8.9062 -2.4204 1.0837 0.042 0.007 0.006
H -5.4732 -5.1058 1.2982 -0.041 0.083 0.061
H -6.9776 -7.0563 0.9456 -0.042 -0.004 -0.007